Record 1
# C3H10S2

A 2-piece molecular cluster, C3H10S2 overall at a distorted geometry (ωB97M-V/def2-TZVPD, the Open Molecules 2025 dataset).

XYZ file:
```
15
Properties=species:S:1:pos:R:3
S 2.4484 -0.4227 0.7344
S -1.4401 0.8707 1.2684
C -1.2623 -0.3650 -0.0185
C -2.4146 2.1671 0.4608
C 2.4607 -1.5759 -0.7687
H 3.6053 -0.9372 1.1914
H -0.4263 -0.0446 -0.6844
H -2.1744 -0.3804 -0.6130
H -2.7061 1.8390 -0.5234
H -0.7694 -1.2513 0.3878
H 1.6941 -2.3337 -0.6392
H -1.8324 3.0716 0.1966
H 3.4091 -2.0924 -0.6312
H 2.4920 -0.9561 -1.6487
H -3.0842 2.4110 1.2877
```

Results
E ... -916.3175 a.u.
Net charge ... +1
Frontier orbital gap (spin up / spin down) ... 0.3338 / 0.1493 Ha
Highest occupied orbital energy (spin up / spin down) ... -12.368 / -12.345 eV
Energy relative to the best compared isomer or geometry (same formula, charge and spin) ... 17.2 kcal/mol
Spin multiplicity ... 2

---

Record 2
# C3H10SSi

A 2-piece molecular cluster, C3H10SSi overall at a distorted geometry (ωB97M-V/def2-TZVPD, the Open Molecules 2025 dataset).

XYZ file:
```
15
Properties=species:S:1:pos:R:3
S 1.3948 -0.9979 0.3351
Si -2.5534 -0.9551 -0.2921
C -2.2032 0.5077 0.8658
C 2.1992 0.4413 -0.2477
C 3.4905 0.6639 -0.6304
H 3.7574 1.5960 -1.0670
H -1.1833 0.8861 1.0436
H -2.7332 1.4945 0.4102
H 1.5916 1.3081 -0.3104
H -1.2395 -1.1073 -0.8138
H -3.0474 -1.9167 0.5365
H -3.4781 -0.4115 -1.2052
H -2.6558 0.4109 1.8057
H 4.2229 -0.1449 -0.6103
H 2.4376 -1.7751 0.1799
```

Results
E ... -807.8866 a.u.
Frontier orbital gap ... 0.3492 Ha
Highest occupied orbital energy ... -8.648 eV
SMILES ... C[SiH3].C=CS
Energy relative to the best compared isomer or geometry (same formula, charge and spin) ... 36.3 kcal/mol